No. 1
ORCA calculation (ωB97M-V/def2-TZVPD) on a structure of composition C38H56N5P2PtS.

As for the max |F|: 0.37 eV/Å. For the frontier orbital gap, the calculation gives 6.21 eV. The total charge is +1.

Geometry as XYZ:
```
103
Properties=species:S:1:pos:R:3:forces:R:3
Pt -0.380 0.667 -0.209 -0.3027 -0.2186 -0.0099
S 0.149 -4.190 -0.776 0.0007 -0.0100 0.0227
P -0.010 0.868 2.104 0.0615 0.0642 -0.1919
P 0.088 0.228 -2.451 0.0200 0.2263 -0.0604
N 1.650 0.198 -0.134 0.0363 -0.0939 0.0233
N 0.331 3.801 -0.052 0.0768 0.0965 -0.0146
N 0.114 6.353 1.023 0.0218 0.0048 0.0081
N 1.947 5.952 2.370 -0.0038 -0.0217 0.0265
N 0.444 -6.808 -0.807 -0.0172 -0.0243 0.0128
C 1.479 1.231 -4.688 0.0300 0.0175 0.0432
C 2.415 0.722 0.889 0.0790 -0.0025 0.0236
C 3.797 0.942 0.778 0.0598 0.0335 -0.0060
C 0.111 -0.709 4.434 0.0037 -0.0177 0.0286
C 1.876 -1.824 -3.210 0.0306 -0.0167 0.0094
C 1.087 5.530 1.395 -0.0111 0.0362 -0.0146
C -1.554 -1.906 -2.916 -0.0042 0.0016 -0.0217
C -3.125 -1.269 0.439 -0.0005 -0.0125 -0.0609
C 1.193 4.239 0.841 0.0260 -0.0442 -0.0388
C -1.323 -0.475 -3.403 -0.0597 -0.0671 0.0185
C 3.660 -2.474 -1.772 0.0027 -0.0044 0.0054
C -0.308 -0.727 2.966 0.0764 -0.0820 -0.0008
C -0.736 5.902 0.102 -0.0126 -0.0242 -0.0167
C -4.054 0.934 1.210 0.0129 -0.0378 -0.0289
C 0.822 1.650 -3.364 0.0704 -0.0778 -0.2109
C 3.913 1.749 3.048 -0.0516 0.0028 -0.0190
C -0.947 2.118 3.114 -0.0614 -0.0813 0.1058
C -1.647 3.229 2.333 -0.0296 0.0033 0.0206
C 0.154 -8.118 -0.591 0.0191 0.0187 -0.0189
C -0.200 2.752 4.290 0.0368 0.0331 0.0265
C 3.256 -1.561 -0.814 0.0251 -0.0288 0.0411
C 1.784 1.109 2.091 -0.0156 -0.0082 0.0620
C -0.344 -5.752 -0.436 0.0084 0.0268 0.0113
C -0.638 4.634 -0.440 0.0128 0.0975 0.0374
C 1.449 -0.915 -2.249 -0.0211 0.0019 -0.0121
C -1.333 -0.416 -4.929 0.0316 -0.0124 0.0162
C 2.142 -0.740 -1.035 0.0529 -0.0011 -0.0201
C 2.990 -2.610 -2.982 -0.0250 0.0067 0.0230
C -1.550 -6.125 0.228 0.0178 -0.0003 -0.0083
C 4.526 1.451 1.835 -0.0146 -0.0027 -0.0225
C -2.242 0.987 -0.346 0.0235 0.1370 -0.0057
C -3.428 0.166 0.012 -0.0553 0.0105 0.1309
C -1.860 -7.431 0.454 -0.0075 0.0090 -0.0016
C 2.544 1.574 3.163 0.0573 0.0127 0.0333
C 1.896 2.319 -2.505 0.0183 -0.0011 0.0307
C -4.450 0.187 -1.137 -0.0077 -0.0339 0.0091
C 0.391 -1.855 2.203 -0.0529 -0.0086 0.0606
C -0.992 -8.469 0.037 -0.0109 -0.0142 0.0127
H -2.144 0.165 -3.060 -0.0191 -0.0452 0.0360
H 0.886 -8.827 -0.949 -0.0030 -0.0034 0.0043
H 1.186 -0.543 4.530 -0.0056 0.0183 -0.0006
H 1.930 6.937 2.579 -0.0021 0.0085 -0.0094
H -1.001 4.099 2.230 -0.0006 -0.0348 0.0242
H -1.225 -9.508 0.209 -0.0010 0.0010 -0.0010
H -5.334 -0.372 -0.827 -0.0060 0.0155 -0.0068
H -4.253 1.979 0.974 0.0151 0.0188 0.0031
H -4.055 -0.296 -2.031 0.0092 0.0107 -0.0055
H 5.589 1.615 1.711 -0.0013 0.0015 0.0033
H -2.534 3.545 2.885 0.0054 0.0062 0.0037
H 3.317 -3.330 -3.719 0.0043 0.0014 -0.0009
H 1.505 2.676 -1.558 0.0059 0.0454 -0.0266
H 3.795 -1.505 0.122 -0.0206 0.0007 -0.0050
H -1.412 -2.011 -1.842 -0.0498 -0.0101 0.0581
H -2.280 -0.839 -5.271 0.0048 0.0020 -0.0136
H 4.294 0.722 -0.157 -0.0138 -0.0051 0.0081
H 0.836 0.682 -5.367 -0.0072 0.0201 0.0115
H -1.953 2.925 1.338 -0.0482 -0.0456 -0.0482
H 1.476 -1.745 2.267 0.0065 0.0078 -0.0344
H -1.522 6.582 -0.206 0.0043 -0.0010 -0.0063
H 4.489 2.120 3.885 0.0021 -0.0046 0.0023
H -3.947 -1.663 1.041 -0.0044 0.0038 -0.0115
H -0.889 3.412 4.820 -0.0188 -0.0138 0.0023
H 2.361 0.622 -4.484 -0.0055 -0.0153 -0.0100
H -2.559 -2.243 -3.179 -0.0054 0.0248 0.0172
H 2.334 3.150 -3.060 -0.0461 0.0330 0.0157
H -2.575 1.962 -0.738 -0.0200 -0.0257 -0.0013
H -3.414 0.883 2.091 0.0176 0.0149 -0.0012
H -1.392 -0.876 2.911 -0.0186 0.0412 0.0013
H -1.269 0.601 -5.312 0.0018 0.0040 0.0028
H 1.817 2.131 -5.205 0.0028 0.0004 0.0104
H -0.842 -2.585 -3.384 -0.0141 -0.0119 0.0052
H 0.000 2.345 -3.566 -0.0054 0.0310 0.0678
H -2.205 -1.330 1.019 -0.0223 0.0079 0.0107
H -5.003 0.452 1.449 0.0063 0.0004 -0.0003
H -0.535 -1.012 -5.372 0.0013 0.0012 0.0091
H 1.304 -6.556 -1.275 -0.0040 0.0119 -0.0005
H 0.175 2.023 5.006 0.0275 0.0622 -0.0192
H 1.988 3.565 1.148 0.0080 0.0250 -0.0155
H -2.205 -5.326 0.542 0.0013 0.0037 -0.0008
H 1.327 -1.919 -4.139 0.0089 -0.0092 -0.0076
H 2.836 5.491 2.457 0.0048 -0.0030 -0.0026
H 0.127 -2.818 2.642 0.0056 0.0085 0.0303
H -0.109 -1.679 4.882 0.0024 -0.0071 -0.0053
H -1.723 1.465 3.535 -0.0101 0.0000 -0.0301
H 0.631 3.366 3.939 -0.0621 0.0255 0.0033
H -3.010 -1.923 -0.423 0.0551 -0.0188 -0.0465
H 4.516 -3.103 -1.560 0.0021 0.0004 -0.0073
H 0.113 -1.887 1.149 0.0104 -0.0078 0.0155
H -0.415 0.048 5.016 -0.0053 -0.0764 -0.0158
H -2.784 -7.681 0.959 0.0034 -0.0064 -0.0008
H 2.069 1.811 4.102 0.0299 -0.0216 -0.0144
H -1.341 4.281 -1.185 0.0016 -0.0009 -0.0017
H 2.698 1.606 -2.299 0.0070 0.0123 -0.0317
H -4.759 1.203 -1.384 0.0178 0.0048 -0.0228
```
Positions in Å, forces in eV/Å.

Results of the Mulliken charge analysis, in e, for atoms 1 through 99: 1.597, -0.103, -0.732, -1.408, 0.202, 0.230, -0.691, -0.418, -0.058, -1.604, 0.727, -0.395, -1.485, -0.677, 0.483, -0.970, -1.728, -0.043, 1.607, -1.005, 1.005, -0.508, -1.793, 0.899, -1.283, 1.173, -1.592, -0.235, -1.947, -0.503, -0.163, 0.091, -0.494, 0.011, -1.916, 0.322, -1.061, -0.566, -0.933, -1.549, 3.951, -0.194, -0.915, -1.049, -1.812, -1.428, -0.655, -0.004, 0.411, 0.301, 0.268, 0.489, 0.391, 0.462, 0.414, 0.300, 0.421, 0.504, 0.474, -0.312, 0.557, -0.297, 0.463, 0.573, 0.365, 0.068, 0.219, 0.388, 0.484, 0.442, 0.451, 0.325, 0.522, 0.679, 0.836, 0.182, 0.576, 0.472, 0.515, 0.441, 0.714, 0.030, 0.586, 0.303, 0.213, 0.377, -0.033, 0.328, 0.363, 0.235, 0.692, 0.456, 0.710, 0.291, 0.288, 0.425, -0.126, 0.402, 0.403

***

No. 2
ORCA calculation (ωB97M-V/def2-TZVPD) on a cluster of 19 separate species, C38H57N19 in total in a non-equilibrium geometry.

As for the max |F|: 6.21 eV/Å. For the frontier orbital gap, the calculation gives 10.91 eV.

Geometry as XYZ:
```
114
Properties=species:S:1:pos:R:3:forces:R:3
N -3.752 2.715 -5.601 -0.0931 0.4652 -1.4626
N 4.387 3.337 -5.241 0.0748 -0.2179 0.3961
N -5.240 3.563 -0.752 -0.0264 0.1450 -0.0949
N 4.667 3.197 0.859 1.5618 1.5400 -1.8190
N 2.826 -0.226 -1.231 0.7792 -4.9456 -2.2614
N 4.540 -1.027 3.498 -0.6330 -3.4710 -0.5328
N -0.112 -4.438 -2.840 3.9014 -4.7444 0.9429
N 2.622 -0.160 -5.059 -2.9497 -0.2771 1.5911
N -6.039 -4.041 -0.902 0.6637 1.8523 1.1911
N 0.299 4.046 1.059 -4.0894 -0.6137 -1.1777
N 2.273 3.251 5.340 0.7607 -0.0959 1.4538
N 0.286 -0.923 3.750 -0.0687 -0.0470 -0.0823
N -3.942 -4.260 -4.442 1.0792 2.8321 2.6492
N -6.406 -0.423 -1.948 -0.3326 -0.0926 -0.1677
N -1.511 -0.303 -1.000 -1.9776 -0.8099 -1.3573
N 1.991 -4.157 0.531 -4.2722 1.3117 -0.0143
N 7.530 -2.651 1.393 1.4761 -1.2951 1.0496
N -2.363 1.917 3.414 -0.0954 -0.3650 -0.0729
N -0.339 3.185 -2.542 -2.3863 -0.8972 0.0188
C 1.552 -0.193 -4.568 2.2450 0.3244 -0.5253
C 5.391 1.591 -3.527 -1.0459 0.5229 0.3074
C -3.710 2.420 -4.504 -0.0714 -0.9536 0.6633
C 3.003 -1.304 -1.724 -0.4986 4.5909 1.8553
C 2.110 3.938 -2.429 0.7038 -0.4116 0.4410
C -0.854 -0.042 5.935 -0.6105 0.1287 0.4724
C 4.037 2.576 1.558 -1.7664 -2.0918 2.3114
C -2.272 3.701 0.387 1.3052 -0.4983 -0.1413
C 1.730 -6.351 -2.376 -0.2599 0.1965 0.1243
C -8.344 -1.422 -3.406 0.7732 0.1131 0.4733
C -1.065 3.890 4.447 0.4728 0.0823 0.8206
C -3.624 2.045 -3.103 0.2496 0.3898 -0.8300
C 0.449 0.541 0.522 0.1271 0.5626 -0.3925
C -3.085 -2.415 -2.761 0.0043 -0.6339 0.5654
C -0.688 0.060 -0.316 3.2028 1.2234 2.1846
C -5.628 -3.156 -0.263 0.3764 -1.1486 0.1271
C -5.036 -2.038 0.562 -0.3851 0.0325 -1.5739
C 2.932 3.244 6.297 0.0307 0.2502 -1.1434
C -1.760 2.771 3.883 -0.6010 -0.0690 -0.7114
C -0.512 -3.278 0.420 -0.0558 0.0566 0.2911
C 3.757 3.270 7.531 -0.7124 0.3168 -0.6364
C 4.196 -3.601 3.077 0.2792 0.9245 -0.3290
C 0.658 -5.350 -2.656 -2.9592 4.0154 -0.4533
C -0.225 -0.537 4.702 -0.0993 0.2534 0.7486
C 4.366 -2.180 3.323 1.1741 3.9154 0.9871
C 0.858 -3.796 0.510 3.8260 -1.1857 -0.6528
C -0.835 3.900 0.738 3.0556 0.8542 1.3337
C 3.220 1.750 2.460 -0.9271 -0.0575 -0.1368
C 0.758 3.455 -2.498 1.5622 0.8147 -0.5437
C 3.315 -2.598 -2.352 0.2361 0.3006 0.4784
C 6.698 -2.065 0.899 -1.5336 1.4277 -1.8118
C 4.809 2.583 -4.481 0.6014 -0.6078 0.3406
C -3.597 -3.426 -3.677 -1.2027 -2.5079 -3.0656
C -7.273 -0.850 -2.572 0.1110 0.2144 -0.0241
C -5.575 1.724 1.071 -0.0406 -0.0383 0.3359
C 5.668 -1.238 0.254 -0.3579 0.1021 1.1696
C 0.144 -0.147 -4.093 0.1564 0.0635 -0.6101
C -5.390 2.738 0.029 -0.0124 -0.5353 0.3993
H -3.410 3.034 -2.698 -0.1270 -0.4446 1.0604
H -3.791 -1.625 -2.507 0.0049 0.0225 -0.4350
H 1.209 -0.198 0.777 -0.7471 -0.5875 0.2026
H 5.691 -0.286 0.784 0.0912 0.2638 -0.2871
H -2.118 -2.035 -3.091 -0.2311 0.0576 -0.0192
H 4.829 3.130 7.391 -0.2469 -0.5479 -0.3895
H -5.292 2.134 2.040 -0.0579 0.1823 -0.0269
H -4.555 1.574 -2.788 0.1028 0.3097 0.2626
H -1.766 4.655 4.782 0.0270 0.0311 -0.2328
H 3.118 -3.657 2.930 0.1317 -1.0591 0.0052
H 1.092 1.232 -0.023 -0.4956 0.2007 -0.5636
H -4.826 -1.279 -0.192 -0.4931 0.4340 0.0184
H 4.767 -3.784 2.167 -0.3585 -0.3480 -0.2042
H 2.652 -5.837 -2.102 -0.0030 0.2471 -0.3845
H 6.480 1.564 -3.521 -0.2021 -0.1142 -0.4095
H 4.888 0.630 -3.638 0.4027 -0.1461 -0.6876
H 0.130 1.117 1.391 -0.3177 -0.4421 0.0902
H -0.216 0.879 -4.161 -0.0154 0.0286 -0.4737
H -1.923 0.123 5.806 0.0317 0.0379 -0.4694
H -0.578 3.486 5.334 0.3472 0.3284 0.0587
H -0.563 -2.461 1.140 -0.2904 -0.0529 0.1421
H -4.960 0.832 0.952 0.0450 0.1909 -0.4504
H -0.452 0.899 6.310 0.3307 0.0161 -0.4695
H -0.813 -0.717 6.789 0.4409 -0.4178 -0.3398
H -1.255 -4.046 0.633 0.2026 -0.0803 0.3487
H 3.695 4.276 7.945 -0.4001 -0.1377 0.2905
H -9.289 -0.915 -3.209 0.0830 -0.1323 -0.0724
H -2.377 3.928 -0.674 -0.2141 0.1003 0.1329
H -0.311 4.279 3.763 -0.0909 0.0069 0.0382
H -2.930 -2.979 -1.841 0.2680 0.1753 0.2446
H -0.809 -2.881 -0.550 0.6596 -0.0397 -0.1760
H 3.901 -2.447 -3.259 -0.4699 0.1426 -0.2405
H -6.618 1.411 1.123 0.0235 0.0767 -0.1146
H 2.389 -3.155 -2.498 0.1305 -0.0053 -0.2473
H 2.306 2.274 2.738 0.2216 0.4845 0.1177
H -5.767 -1.663 1.278 0.1658 -0.1017 -0.0453
H 2.757 3.085 -2.226 0.0957 0.0319 0.2753
H 5.077 1.828 -2.510 0.0899 0.5736 0.0948
H 2.115 4.611 -1.572 0.4493 0.1487 -0.1224
H 4.693 -1.631 0.542 -0.0746 -0.1738 -0.2907
H -0.152 -0.421 -3.080 0.9896 -0.3807 0.1206
H -2.982 4.240 1.014 0.3575 0.1591 -0.0929
H 2.809 0.878 1.951 0.5388 -0.1365 -0.2674
H 1.552 -6.972 -1.498 -0.6328 0.1240 -0.0422
H 5.712 -1.081 -0.824 0.4033 -0.2817 0.2137
H 3.284 2.510 8.153 0.5003 0.1955 0.4633
H -0.379 -0.817 -4.776 -0.3679 0.2474 -0.0389
H -2.423 2.630 0.522 -0.2972 -0.0490 -0.0705
H 3.979 -3.153 -1.690 -0.2064 -0.0812 0.2712
H -8.378 -2.477 -3.137 -0.2992 -0.0220 -0.1958
H -2.782 1.363 -2.986 -0.0059 0.1410 0.2710
H 1.895 -7.025 -3.217 -0.0469 0.2613 -0.0841
H 3.692 1.387 3.374 0.3543 0.2866 -0.3238
H -8.037 -1.310 -4.446 -0.2141 -0.0586 0.0094
H 4.673 -4.190 3.861 -0.5559 -0.0175 0.1213
H 2.507 4.376 -3.345 -0.4673 0.2006 0.0242
H -4.035 -2.132 0.983 -0.2856 -1.0601 0.2912
```
Positions in Å, forces in eV/Å.

Results of the Mulliken charge analysis, in e, for atoms 1 through 99: -0.491, -0.461, -0.515, -0.552, -0.265, -0.487, -0.455, -0.513, -0.451, -0.538, -0.370, -0.282, -0.523, -0.244, 0.035, -0.506, -0.433, -0.404, -0.318, 0.146, -0.250, 0.067, 0.137, -0.666, -0.939, 0.213, -0.287, -0.879, -0.832, -0.821, 0.640, -0.320, 0.569, -0.446, 0.187, -0.279, 0.360, 0.425, 0.003, -0.770, -0.638, 0.501, 0.417, 0.378, 0.202, 0.006, 0.422, 0.392, -0.618, 0.079, 0.239, -0.058, 0.249, -0.584, -0.098, -0.012, 0.493, -0.149, 0.279, 0.266, 0.219, -0.126, 0.290, 0.404, 0.174, 0.362, 0.155, 0.226, -0.162, 0.241, 0.218, 0.414, 0.034, 0.220, 0.226, 0.282, 0.204, 0.092, -0.118, 0.185, 0.355, 0.520, 0.280, 0.314, 0.257, 0.256, -0.134, -0.326, 0.493, 0.371, -0.152, -0.048, 0.391, -0.091, 0.054, 0.280, -0.236, -0.373, 0.480

***

Highest occupied orbital energy readings, ordered: -9.2 -11.0 eV
Relative energy (zero: lowest compared OMol25 entry of this formula, charge and spin) readings, ordered: 1.241 0.510 eV
E readings, ordered: -2955.44324 -2522.32222 Ha